A gas-phase ion, C2H8N3O2 (charge +1), computed with ωB97M-V with the def2-TZVPD basis set.

- Calculated total energy: -395.2616 Eh
- SMILES: CN[N+](=O)NOC
- M: 106.105 g/mol
- Total charge: +1
- Frontier orbital gap (alpha / beta): 9.57 / 9.57 eV
- Energy relative to the best compared isomer or geometry (same formula, charge and spin): 776.5 kJ/mol

Last columns: bonded neighbours and bond lengths (Å).
Geometry (Å):
1 C -2.383 0.110 0.442  N2 1.469, H8 1.186, H9 1.045, H10 1.093
2 N -1.117 -0.525 0.833  C1 1.469, N3 1.292, H11 1.017
3 N -0.271 -0.700 -0.127  N2 1.292, O4 1.180, N5 1.738
4 O -0.351 -0.269 -1.222  N3 1.180
5 N 1.264 -1.059 0.608  N3 1.738, O6 1.341, H12 1.046
6 O 2.247 -1.020 -0.304  N5 1.341, C7 1.435
7 C 2.619 0.339 -0.575  O6 1.435, H13 1.138, H14 1.086, H15 1.067
8 H -2.597 1.110 1.042  C1 1.186
9 H -2.351 0.300 -0.585  C1 1.045
10 H -3.223 -0.583 0.540  C1 1.093
11 H -0.881 -0.907 1.746  N2 1.017
12 H 0.863 -1.974 0.916  N5 1.046
13 H 1.807 0.834 -1.201  C7 1.138
14 H 3.538 0.190 -1.133  C7 1.086
15 H 2.638 0.732 0.417  C7 1.067



2 unconnected molecules or ions with the total composition C2H8N3O2, computed with ωB97M-V with the def2-TZVPD basis set.

- Calculated total energy: -395.2217 Eh
- M: 106.105 g/mol
- Total charge: +1
- Frontier orbital gap (alpha / beta): 7.96 / 7.96 eV
- Energy relative to the best compared isomer or geometry (same formula, charge and spin): 881.1 kJ/mol

Last columns: bonded neighbours and bond lengths (Å).
Geometry (Å):
1 C 3.060 -0.901 0.060  O6 1.449, H8 1.090, H9 1.097, H10 1.128
2 C -3.339 -0.268 0.041  O7 1.431, H11 1.145, H12 1.095, H13 1.024
3 N 1.715 1.012 -0.446  O6 1.279, H15 0.985
4 N -0.198 0.924 0.520  N5 1.204, H14 1.061
5 N -1.137 0.316 0.075  N4 1.204, O7 1.368
6 O 2.149 -0.145 -0.775  C1 1.449, N3 1.279
7 O -2.408 0.817 -0.006  C2 1.431, N5 1.368
8 H 2.636 -1.901 -0.024  C1 1.090
9 H 3.155 -0.617 1.116  C1 1.097
10 H 4.092 -0.778 -0.376  C1 1.128
11 H -2.688 -1.203 0.162  C2 1.145
12 H -4.043 -0.271 -0.797  C2 1.095
13 H -3.918 -0.028 0.850  C2 1.024
14 H -0.397 1.878 0.939  N4 1.061
15 H 1.322 1.165 -1.337  N3 0.985



A single C2H8N3P molecule, computed with ωB97M-V with the def2-TZVPD basis set.

- Calculated total energy: -586.5182 Eh
- SMILES: CCN/N=P/N
- M: 105.081 g/mol
- Total charge: 0
- Frontier orbital gap (alpha / beta): 7.22 / 7.61 eV
- Energy relative to the best compared isomer or geometry (same formula, charge and spin): 253.3 kJ/mol

Last columns: bonded neighbours and bond lengths (Å).
Geometry (Å):
1 C -2.491 0.004 -0.252  C2 1.527, H7 1.089, H8 1.088, H9 1.088
2 C -1.245 -0.386 0.540  C1 1.527, N3 1.451, H10 1.092, H11 1.097
3 N -0.099 -0.599 -0.324  C2 1.451, N4 1.294, H12 1.015
4 N 0.909 0.212 -0.284  N3 1.294, P5 2.043
5 P 2.750 -0.593 0.090  N4 2.043, N6 1.657
6 N 3.584 0.839 0.136  P5 1.657, H13 1.011, H14 1.009
7 H -2.716 -0.753 -1.002  C1 1.089
8 H -3.343 0.094 0.418  C1 1.088
9 H -2.332 0.959 -0.747  C1 1.088
10 H -0.981 0.412 1.238  C2 1.092
11 H -1.439 -1.303 1.110  C2 1.097
12 H -0.018 -1.527 -0.728  N3 1.015
13 H 3.021 1.672 0.251  N6 1.011
14 H 4.399 0.969 -0.445  N6 1.009



2 unconnected molecules or ions with the total composition C2H8N3S, computed with ωB97M-V with the def2-TZVPD basis set.

- Calculated total energy: -643.0639 Eh
- M: 106.174 g/mol
- Total charge: +1
- Frontier orbital gap (alpha / beta): 9.85 / 7.06 eV
- ⟨S²⟩: 2.014
- Energy relative to the best compared isomer or geometry (same formula, charge and spin): 63.9 kJ/mol
- Spin multiplicity: 3

Last columns: bonded neighbours and bond lengths (Å).
Geometry (Å):
1 C 1.156 -0.041 -0.615  C2 1.442, H7 1.088, H8 1.106
2 C -0.187 -0.189 -0.109  C1 1.442, N4 1.338, N5 1.310
3 N -2.297 0.705 0.463  N4 1.394, H9 1.007, H10 1.038
4 N -0.988 0.876 0.014  C2 1.338, N3 1.394, H11 1.021
5 N -0.699 -1.363 0.167  C2 1.310, H12 0.966, H13 1.023
6 S 3.835 0.411 0.279  H14 1.387
7 H 1.578 -0.892 -1.146  C1 1.088
8 H 1.472 0.950 -0.989  C1 1.106
9 H -2.814 1.568 0.424  N3 1.007
10 H -2.381 0.086 1.292  N3 1.038
11 H -0.580 1.811 0.049  N4 1.021
12 H -1.645 -1.417 0.352  N5 0.966
13 H -0.274 -2.135 0.686  N5 1.023
14 H 3.824 -0.369 -0.868  S6 1.387